# 1
C3H24NO13P | wB97M-V/def2-TZVPD

Geometry as XYZ:
```
42
Properties=species:S:1:pos:R:3:lowdin_charge:R:1
N 3.266 -0.809 0.618 0.034
C 2.040 0.011 0.283 -0.293
O 2.175 1.480 0.089 0.027
C 0.956 1.978 0.772 -0.239
O 0.089 2.941 0.448 0.048
O 0.800 1.103 1.972 -0.083
C 0.894 -0.284 1.417 -0.288
P -0.885 -0.743 0.834 0.862
O -1.352 0.015 -0.474 -0.493
H 2.964 -1.816 0.554 0.046
H 3.576 -0.683 1.610 0.093
H 1.625 -0.474 -0.704 0.176
H 1.161 -0.988 2.332 0.158
H -1.777 -0.297 1.913 0.022
H -1.023 -2.178 0.766 0.009
O -2.328 3.567 -1.609 -0.057
H -1.495 3.646 -1.119 0.020
H -3.009 3.604 -0.920 0.048
O 0.049 -3.881 1.383 -0.089
H 0.690 -4.375 0.848 0.043
H -0.465 -4.571 1.827 0.052
O -3.434 0.054 3.587 -0.071
H -4.107 0.137 2.895 0.053
H -3.886 0.354 4.390 0.055
O 3.213 4.829 0.530 -0.060
H 2.442 4.244 0.556 0.004
H 3.925 4.264 0.193 0.039
O 3.455 -3.611 -0.023 -0.068
H 4.347 -3.326 -0.274 0.058
H 3.578 -4.525 0.275 0.055
O -2.960 -2.250 -1.478 -0.090
H -3.861 -2.052 -1.182 0.032
H -2.500 -1.400 -1.412 -0.021
O -1.530 -2.463 3.603 -0.087
H -2.281 -2.902 3.174 0.044
H -1.910 -1.646 3.960 0.010
O -1.232 2.035 -4.133 -0.064
H -1.905 2.118 -4.825 0.041
H -1.684 2.335 -3.330 0.005
O 0.743 2.147 -6.842 -0.071
H 1.575 2.226 -6.353 0.038
H 0.062 2.184 -6.154 0.003
```

Calculated values
* Kohn-Sham gap: 9.70 eV
* SMILES: N[C@@H]1OC(=O)O[C@H]1[PH2]=O.O.O.O.O.O.O.O.O.O
* electronic energy: -1502.82483 a.u.

=====

# 2
C3H25NO10 | wB97M-V/def2-TZVPD

Geometry as XYZ:
```
39
Properties=species:S:1:pos:R:3:lowdin_charge:R:1
C 0.563 -2.097 0.583 -0.088
N -0.442 -3.152 0.316 -0.013
C -1.392 -3.046 -0.699 -0.551
C -1.783 -1.706 -1.200 -0.009
O -1.924 -4.084 -1.052 0.046
H 1.074 -2.348 1.509 0.080
H 0.038 -1.132 0.819 0.072
H 1.294 -2.001 -0.241 0.073
H -0.148 -4.093 0.536 0.134
H -1.899 -1.704 -2.294 0.099
H -2.746 -1.399 -0.785 0.096
H -1.109 -0.898 -0.933 0.055
O -0.848 2.431 -0.827 -0.070
H -1.040 1.862 -1.624 0.030
H -1.213 1.920 -0.056 0.028
O 1.662 2.433 -0.486 -0.120
H 0.621 2.449 -0.613 0.031
H 2.024 3.194 -0.938 0.072
O -2.664 -1.484 1.629 -0.052
H -2.112 -2.183 1.229 0.025
H -2.973 -1.855 2.479 0.086
O -1.032 0.870 -3.038 -0.077
H -1.241 1.313 -3.868 0.065
H -0.068 0.633 -3.152 0.020
O 1.597 0.480 -2.985 -0.036
H 1.807 1.126 -2.290 0.035
H 1.895 -0.344 -2.590 0.057
O 2.605 -0.083 0.092 -0.058
H 3.539 -0.035 0.298 0.050
H 2.322 0.846 0.129 -0.004
O 0.332 1.050 3.254 -0.057
H 0.803 0.224 3.368 0.051
H 0.956 1.690 2.857 0.000
O -1.578 0.993 1.333 -0.065
H -2.020 0.143 1.390 -0.010
H -0.938 1.015 2.058 -0.002
O 2.135 2.729 2.171 -0.036
H 1.938 3.624 2.395 0.053
H 1.966 2.617 1.225 -0.007
```

Calculated values
* Kohn-Sham gap: 9.77 eV
* SMILES: CNC(C)=O.O.O.O.O.O.O.O.O.O
* electronic energy: -936.51450 a.u.
* energy above the lowest of the compared OMol25 structures with the same formula, charge and spin: 0.0 kcal per mole

=====

# 3
C3H26O9 | wB97M-V/def2-TZVPD

Geometry as XYZ:
```
38
Properties=species:S:1:pos:R:3:lowdin_charge:R:1
C 0.222 2.971 -1.145 -0.092
C 1.543 2.354 -0.698 -0.305
C 1.447 1.526 0.628 -0.116
H -0.285 2.239 -1.764 0.043
H 0.351 3.946 -1.599 0.071
H -0.437 2.945 -0.273 0.064
H 2.295 3.102 -0.543 0.080
H 2.094 1.728 -1.406 0.079
H 2.455 1.302 1.059 0.083
H 0.926 2.159 1.398 0.061
H 0.978 0.560 0.428 0.031
O -2.564 0.786 0.688 -0.082
H -2.728 0.462 -0.226 0.025
H -1.612 0.671 0.781 -0.006
O 0.568 -1.873 1.270 -0.075
H 0.196 -1.225 1.908 0.022
H 1.120 -2.331 1.919 0.065
O -0.945 -3.886 0.081 -0.052
H -0.113 -4.071 0.520 0.029
H -1.161 -2.975 0.293 0.003
O -0.778 0.096 -2.810 -0.077
H -1.242 0.318 -3.644 0.080
H 0.072 0.357 -3.214 0.061
O -2.106 -1.092 -1.172 -0.071
H -2.080 -1.377 -2.089 0.046
H -1.179 -1.208 -0.929 0.013
O -0.675 1.500 3.193 -0.063
H -0.143 2.259 3.471 0.060
H -1.471 1.980 2.911 0.066
O -0.096 -0.981 3.745 -0.056
H 0.329 -0.156 3.986 0.035
H -1.022 -0.745 3.631 0.052
O 1.494 -1.053 -1.484 -0.067
H 1.593 -1.485 -0.611 0.039
H 2.293 -0.510 -1.433 0.053
O 0.113 -3.046 -2.557 -0.076
H 0.378 -2.125 -2.713 -0.008
H 0.169 -3.123 -1.598 -0.016
```

Calculated values
* Kohn-Sham gap: 10.33 eV
* SMILES: CCC.O.O.O.O.O.O.O.O.O
* electronic energy: -807.00681 a.u.
* energy above the lowest of the compared OMol25 structures with the same formula, charge and spin: 0.0 kcal per mole

=====

# 4
C3H27NO11S2 | wB97M-V/def2-TZVPD

Geometry as XYZ:
```
44
Properties=species:S:1:pos:R:3:lowdin_charge:R:1
O 0.684 0.901 -3.169 -0.019
C 0.882 1.222 -2.008 -0.348
N 1.432 0.365 -1.119 0.032
C 1.315 0.667 0.302 -0.265
C 1.706 -0.505 1.167 -0.478
S 0.448 -1.892 1.161 0.400
S 1.304 -3.360 2.274 0.340
H 0.695 2.232 -1.648 0.146
H 1.841 -0.501 -1.428 0.092
H 1.997 1.469 0.579 0.102
H 0.293 0.991 0.510 0.119
H 2.026 -0.220 2.166 0.079
H 2.562 -1.070 0.809 0.050
H 0.687 -3.181 3.429 -0.206
O -2.872 -0.777 -0.277 -0.052
H -2.301 -1.429 0.139 0.020
H -3.625 -1.156 -0.735 0.061
O -1.227 3.210 3.422 -0.034
H -1.844 2.533 3.148 0.042
H -0.910 3.713 2.719 0.012
O -0.719 0.675 4.158 -0.062
H -0.830 1.594 4.442 0.012
H -1.572 0.422 3.789 0.032
O 2.913 -2.716 -1.811 -0.050
H 2.811 -3.113 -2.682 0.049
H 3.861 -2.709 -1.645 0.044
O -3.006 -2.299 -3.255 -0.066
H -2.516 -2.130 -2.443 -0.015
H -2.700 -1.554 -3.775 0.020
O -4.339 0.005 2.092 -0.070
H -3.709 0.040 1.358 -0.011
H -4.519 0.938 2.248 0.026
O 1.126 2.815 2.262 -0.045
H 0.815 2.346 3.034 0.021
H 1.644 3.542 2.612 0.057
O -2.179 0.891 -2.256 -0.078
H -2.097 1.381 -3.078 0.040
H -1.590 0.116 -2.314 -0.030
O 4.290 -0.014 -1.915 -0.051
H 4.091 0.916 -1.781 0.039
H 3.901 -0.306 -2.735 0.026
O -0.641 -1.394 -2.460 -0.076
H -0.286 -0.921 -3.237 0.061
H 0.158 -1.734 -2.049 0.036
```

Calculated values
* Kohn-Sham gap: 9.31 eV
* SMILES: O=CNCCSS.O.O.O.O.O.O.O.O.O.O
* electronic energy: -1809.24941 a.u.
* energy above the lowest of the compared OMol25 structures with the same formula, charge and spin: 0.0 kcal per mole

=====

What did the third record say?
C3H26O9 | wB97M-V/def2-TZVPD

Geometry as XYZ:
```
38
Properties=species:S:1:pos:R:3:lowdin_charge:R:1
C 0.222 2.971 -1.145 -0.092
C 1.543 2.354 -0.698 -0.305
C 1.447 1.526 0.628 -0.116
H -0.285 2.239 -1.764 0.043
H 0.351 3.946 -1.599 0.071
H -0.437 2.945 -0.273 0.064
H 2.295 3.102 -0.543 0.080
H 2.094 1.728 -1.406 0.079
H 2.455 1.302 1.059 0.083
H 0.926 2.159 1.398 0.061
H 0.978 0.560 0.428 0.031
O -2.564 0.786 0.688 -0.082
H -2.728 0.462 -0.226 0.025
H -1.612 0.671 0.781 -0.006
O 0.568 -1.873 1.270 -0.075
H 0.196 -1.225 1.908 0.022
H 1.120 -2.331 1.919 0.065
O -0.945 -3.886 0.081 -0.052
H -0.113 -4.071 0.520 0.029
H -1.161 -2.975 0.293 0.003
O -0.778 0.096 -2.810 -0.077
H -1.242 0.318 -3.644 0.080
H 0.072 0.357 -3.214 0.061
O -2.106 -1.092 -1.172 -0.071
H -2.080 -1.377 -2.089 0.046
H -1.179 -1.208 -0.929 0.013
O -0.675 1.500 3.193 -0.063
H -0.143 2.259 3.471 0.060
H -1.471 1.980 2.911 0.066
O -0.096 -0.981 3.745 -0.056
H 0.329 -0.156 3.986 0.035
H -1.022 -0.745 3.631 0.052
O 1.494 -1.053 -1.484 -0.067
H 1.593 -1.485 -0.611 0.039
H 2.293 -0.510 -1.433 0.053
O 0.113 -3.046 -2.557 -0.076
H 0.378 -2.125 -2.713 -0.008
H 0.169 -3.123 -1.598 -0.016
```

Calculated values
* Kohn-Sham gap: 10.33 eV
* SMILES: CCC.O.O.O.O.O.O.O.O.O
* electronic energy: -807.00681 a.u.
* energy above the lowest of the compared OMol25 structures with the same formula, charge and spin: 0.0 kcal per mole

=====

Q: Which of these has the highest Kohn-Sham gap?
A: C3H26O9

=====

Q: electronic energy of number 2 (C3H25NO10)?
A: -936.51450 a.u.

=====

Q: Among the records above, which one has the highest Kohn-Sham gap?
A: C3H26O9